Record 1
A cluster of 2 separate species, C6H15S2 in total, computed with wB97M-V/def2-TZVPD.

Each line ends with the natural charge from an NBO analysis.
Positions of all 23 atoms, in Å:
C (-1.21239, 2.75253, -0.72115)  -0.61
C (-0.02181, 1.89425, -1.13047)  -0.40
C (1.05085, 1.92219, -0.05150)  -0.53
S (2.51815, 1.01508, -0.58978)  -0.08
H (-2.05722, 2.61222, -1.39878)  0.20
H (-0.95719, 3.81371, -0.70553)  0.18
H (-1.57395, 2.42470, 0.25319)  0.25
H (-0.35077, 0.87010, -1.29821)  0.23
H (0.39755, 2.26632, -2.07491)  0.17
H (0.59922, 1.49990, 0.84698)  0.27
H (1.30601, 2.96493, 0.17334)  0.18
H (3.00298, 0.71066, 0.62031)  0.12
C (0.26311, -3.33299, 0.22242)  -0.61
C (-1.22850, -3.03999, 0.36764)  -0.41
C (-1.55432, -1.59653, -0.03543)  -0.52
S (-1.29587, -0.38928, 1.31788)  -0.73
H (0.55345, -3.37835, -0.82849)  0.18
H (0.55158, -4.27065, 0.70009)  0.18
H (0.81684, -2.50367, 0.67374)  0.23
H (-1.84413, -3.75177, -0.19778)  0.17
H (-1.50257, -3.13821, 1.41771)  0.20
H (-2.59461, -1.52633, -0.35605)  0.18
H (-0.93438, -1.32019, -0.89874)  0.16

## Properties
**Kohn-Sham gap**: 5.71 eV
**HOMO energy**: -2.53 eV
**Charge**: -1

Record 2
A cluster of 2 separate species, C6H16 in total at a distorted geometry, computed with wB97M-V/def2-TZVPD.

Each line ends with the natural charge from an NBO analysis.
Positions of all 22 atoms, in Å:
C (-1.61766, 0.25004, 1.62580)  -0.62
C (-1.31137, -0.36228, 0.30576)  -0.24
C (-2.53335, -0.91204, -0.45309)  -0.60
C (-0.79216, 0.71570, -0.68613)  -0.61
H (-2.57409, 0.77699, 1.73901)  0.21
H (-0.94595, 1.09282, 1.85856)  0.21
H (-1.41237, -0.40931, 2.52598)  0.22
H (-0.52347, -1.16005, 0.38865)  0.20
H (-2.17364, -1.86092, -0.86259)  0.21
H (-3.45026, -1.00546, 0.19310)  0.20
H (-2.90704, -0.33466, -1.23701)  0.20
H (0.14412, 1.07570, -0.24117)  0.20
H (-0.34751, 0.44925, -1.66626)  0.21
H (-1.55632, 1.49107, -0.86298)  0.20
C (2.75641, -0.56186, -0.64011)  -0.62
C (3.21646, 0.73647, -0.06152)  -0.62
H (2.02570, -1.18892, -0.08800)  0.21
H (2.03579, -0.35982, -1.53286)  0.19
H (3.56207, -1.13855, -1.08924)  0.21
H (2.37705, 1.24404, 0.52430)  0.20
H (3.93880, 0.52179, 0.73080)  0.21
H (3.43144, 1.51012, -0.82200)  0.22

## Properties
**Kohn-Sham gap**: 11.57 eV
**HOMO energy**: -10.51 eV
**SMILES string**: CC(C)C.CC

Record 3
A cluster of 2 separate species, C6H16 in total at a distorted geometry, computed with wB97M-V/def2-TZVPD.

Each line ends with the natural charge from an NBO analysis.
Positions of all 22 atoms, in Å:
C (-0.56196, -1.69326, 2.41964)  -0.60
C (-0.03047, -1.25700, 1.00396)  -0.22
C (1.50163, -1.32065, 0.82383)  -0.60
C (-0.77753, -2.00080, -0.02267)  -0.62
H (-0.56410, -2.77298, 2.24748)  0.19
H (-1.38267, -1.46461, 2.89573)  0.21
H (0.21198, -1.51600, 3.18821)  0.20
H (-0.44559, -0.20002, 1.14835)  0.20
H (1.81966, -2.29162, 0.86653)  0.20
H (1.82909, -0.91425, -0.10950)  0.21
H (2.04941, -0.69625, 1.59853)  0.21
H (-0.72319, -3.10680, 0.09163)  0.21
H (-1.80538, -1.40457, -0.20216)  0.22
H (-0.39844, -1.84055, -0.97884)  0.21
C (0.32037, 2.60656, -1.29322)  -0.62
C (-0.57868, 2.92696, -2.46785)  -0.62
H (1.46034, 3.01689, -1.50150)  0.19
H (0.00068, 3.15311, -0.40284)  0.21
H (0.49043, 1.63117, -0.90554)  0.21
H (-1.24765, 3.87290, -2.27152)  0.21
H (0.09478, 3.15294, -3.35982)  0.21
H (-1.26270, 2.11882, -2.76845)  0.21

## Properties
**Kohn-Sham gap**: 11.27 eV
**HOMO energy**: -10.30 eV
**SMILES string**: CC(C)C.CC

Record 4
A cluster of 2 separate species, C6H16 in total at a distorted geometry, computed with wB97M-V/def2-TZVPD.

Each line ends with the natural charge from an NBO analysis.
Positions of all 22 atoms, in Å:
C (-0.99622, 0.31948, 1.43117)  -0.61
C (0.31015, -0.24750, 1.85296)  -0.20
C (0.73950, -1.55389, 0.85081)  -0.63
C (1.39455, 0.71278, 1.68332)  -0.61
H (-1.64851, -0.50869, 1.21742)  0.21
H (-0.73875, 1.04836, 0.68999)  0.21
H (-1.39883, 0.94222, 2.27133)  0.20
H (0.12206, -0.45378, 2.88843)  0.20
H (1.20067, -1.24475, -0.10409)  0.21
H (1.50505, -1.96855, 1.64029)  0.22
H (-0.27065, -2.09605, 0.59423)  0.21
H (1.59598, 0.91516, 0.59223)  0.19
H (1.23912, 1.67599, 1.94699)  0.21
H (2.30725, 0.29555, 2.13117)  0.21
C (-0.59105, -0.39551, -2.87221)  -0.63
C (-0.86415, 0.81502, -1.95747)  -0.59
H (-1.42870, -0.77502, -3.49803)  0.22
H (0.14067, -0.07468, -3.55299)  0.21
H (0.04997, -1.07587, -2.37977)  0.21
H (-0.78435, 1.83293, -2.62666)  0.19
H (-0.04776, 0.97243, -1.17981)  0.21
H (-1.83602, 0.86438, -1.61929)  0.21

## Properties
**Kohn-Sham gap**: 11.36 eV
**HOMO energy**: -10.26 eV
**SMILES string**: CC(C)C.CC

Record 5
A cluster of 2 separate species, C6H16 in total, computed with wB97M-V/def2-TZVPD.

Each line ends with the natural charge from an NBO analysis.
Positions of all 22 atoms, in Å:
C (1.89628, 0.40349, 0.95728)  -0.61
C (0.80053, -0.66798, 0.93555)  -0.22
C (1.39383, -2.06668, 0.81850)  -0.60
C (-0.09282, -0.53454, 2.18794)  -0.60
H (2.14875, 0.61421, 1.99928)  0.20
H (1.60524, 1.34762, 0.49990)  0.21
H (2.81844, 0.05186, 0.49218)  0.21
H (0.06562, -0.53301, 0.13242)  0.20
H (2.06282, -2.28704, 1.65052)  0.20
H (0.59846, -2.82041, 0.81157)  0.20
H (1.92868, -2.20320, -0.12379)  0.21
H (0.39590, -0.93844, 3.06774)  0.20
H (-0.30997, 0.52579, 2.36563)  0.21
H (-1.00352, -1.13830, 2.08501)  0.20
C (-1.09125, 1.07074, -2.02706)  -0.62
C (-2.51268, 1.49409, -2.43136)  -0.62
H (-0.98322, 0.00231, -1.88573)  0.20
H (-0.39426, 1.27230, -2.85378)  0.20
H (-0.68420, 1.56783, -1.14456)  0.21
H (-3.24896, 0.69957, -2.27273)  0.21
H (-2.84957, 2.31087, -1.80235)  0.21
H (-2.54412, 1.82892, -3.46215)  0.21

## Properties
**Kohn-Sham gap**: 12.07 eV
**HOMO energy**: -11.06 eV
**SMILES string**: CC(C)C.CC

Record 6
A cluster of 2 separate species, C6H16 in total at a distorted geometry, computed with wB97M-V/def2-TZVPD.

Each line ends with the natural charge from an NBO analysis.
Positions of all 22 atoms, in Å:
C (-2.11332, -0.25548, 0.58545)  -0.62
C (-1.93228, -0.14860, -0.92295)  -0.41
C (-1.84546, -1.54368, -1.54260)  -0.61
H (-1.19315, -0.55550, 1.09242)  0.20
H (-2.89966, -0.98852, 0.79518)  0.20
H (-2.48879, 0.57950, 1.19030)  0.21
H (-2.70276, 0.44302, -1.38392)  0.20
H (-1.01728, 0.40311, -1.16712)  0.20
H (-0.84954, -1.96962, -1.61234)  0.21
H (-2.56257, -2.19432, -1.03334)  0.20
H (-2.27569, -1.54802, -2.54268)  0.21
C (2.31764, -0.57919, 0.76799)  -0.61
C (2.32788, 0.86237, 0.19247)  -0.40
C (1.23596, 1.72264, 0.81177)  -0.61
H (3.33773, -0.93539, 0.94714)  0.21
H (1.82419, -0.54935, 1.73271)  0.20
H (1.92439, -1.26042, 0.05492)  0.21
H (2.19454, 0.76046, -0.88362)  0.19
H (3.26236, 1.35498, 0.36436)  0.20
H (1.48307, 1.90355, 1.85566)  0.20
H (0.27792, 1.20876, 0.89914)  0.20
H (0.97066, 2.59615, 0.21591)  0.21

## Properties
**Kohn-Sham gap**: 12.52 eV
**HOMO energy**: -11.38 eV
**SMILES string**: CCC.CCC

Record 7
A structure of composition C6H16BFN4O4PtS at a distorted geometry, computed with wB97M-V/def2-TZVPD.

Each line ends with the natural charge from an NBO analysis.
Positions of all 34 atoms, in Å:
N (2.16358, -0.02692, 1.92975)  -0.54
C (1.14617, 0.70173, 2.31942)  0.53
N (1.44437, 2.05263, 2.78242)  -0.76
N (-0.19408, 0.23446, 2.26405)  -0.46
C (-0.35373, -1.19105, 2.66862)  -0.24
C (-0.07206, -2.20285, 1.50054)  -0.43
C (-0.94120, -1.95226, 0.23058)  -0.43
C (-0.24135, -0.87728, -0.68941)  -0.18
N (-1.20698, -0.19970, -1.56146)  -0.53
C (-0.67446, 0.15708, -2.88507)  -0.60
B (0.73557, 0.94412, -2.89083)  1.13
O (1.41204, 0.98206, -4.14429)  -0.88
O (1.33584, 1.58013, -1.78422)  -0.91
S (-2.06052, 1.06411, -0.80372)  2.39
O (-1.27378, 2.29104, -0.59005)  -0.82
O (-3.28462, 1.30889, -1.59458)  -0.80
F (-2.58009, 0.57686, 0.68470)  -0.44
H (2.99575, 0.55900, 2.09213)  0.38
H (1.66372, 2.63493, 1.96434)  0.41
H (0.56802, 2.43744, 3.14583)  0.38
H (-0.75236, 0.86112, 2.85187)  0.43
H (0.41614, -1.39170, 3.45830)  0.27
H (-1.38004, -1.28759, 3.10229)  0.25
H (-0.30512, -3.22531, 1.89534)  0.27
H (1.02325, -2.20895, 1.27153)  0.25
H (-0.94092, -2.90003, -0.38109)  0.27
H (-2.01255, -1.71720, 0.42311)  0.27
H (0.26411, -0.07472, -0.06518)  0.32
H (0.56698, -1.46472, -1.27814)  0.12
H (-1.42620, 0.82377, -3.38947)  0.33
H (-0.56606, -0.74003, -3.55941)  0.27
H (1.62825, 1.91967, -4.28239)  0.52
H (1.32885, 2.54505, -1.85679)  0.53
Pt (1.57346, -2.21375, -2.82869)  0.72

## Properties
**Kohn-Sham gap**: 3.12 eV
**HOMO energy**: -16.26 eV
**Charge**: +2

Record 8
A cluster of 2 separate species, C6H16BN in total at a distorted geometry, computed with wB97M-V/def2-TZVPD.

Each line ends with the natural charge from an NBO analysis.
Positions of all 24 atoms, in Å:
B (0.28681, -0.30706, -0.21006)  1.35
C (-0.08278, 1.56952, -1.90985)  -0.58
C (-1.91154, 0.40702, -0.99803)  -0.61
C (-0.53755, 1.81073, 0.66875)  -0.60
C (1.68227, -2.27421, -0.25075)  -0.42
C (1.09998, -1.20476, 1.98849)  -0.45
C (-0.54809, 0.88809, -0.59982)  -0.56
N (0.98759, -1.18385, 0.53496)  -0.83
H (-1.74798, -0.58744, 2.01438)  -0.70
H (0.13293, 0.78730, -2.73135)  0.20
H (0.94888, 2.09140, -1.74423)  0.21
H (-0.86431, 2.21162, -2.30360)  0.22
H (-2.37898, 1.34410, -1.28462)  0.20
H (-2.34203, -0.12240, -0.13918)  0.28
H (-1.81332, -0.24062, -1.86814)  0.20
H (0.24071, 1.38947, 1.31801)  0.22
H (-0.54668, 2.89280, 0.60051)  0.22
H (-1.45835, 1.46907, 1.07717)  0.27
H (2.64301, -2.33470, 0.37001)  0.22
H (0.97042, -3.15343, -0.20453)  0.22
H (1.84185, -2.04674, -1.32715)  0.22
H (1.73600, -0.35938, 2.34348)  0.19
H (0.13271, -0.93188, 2.35003)  0.30
H (1.52847, -2.11464, 2.30549)  0.20

## Properties
**Kohn-Sham gap (spin up / spin down)**: 4.93 / 4.93 eV
**HOMO energy (spin up / spin down)**: -5.56 / -5.56 eV